Here is the molecule C5H11NO3 at a distorted geometry from the Open Molecules 2025 dataset. Energies are from ωB97M-V/def2-TZVPD.

```
20
Properties=species:S:1:pos:R:3:forces:R:3:mulliken_charge:R:1
C 1.746 -0.773 -0.012 3.38 1.15 6.96 -0.7724
C 0.651 -0.062 0.624 -2.66 4.44 3.64 -0.1475
C -1.713 -0.369 0.819 2.60 5.37 1.52 -0.6681
C -1.376 0.041 -0.561 -6.26 0.29 -2.49 0.1142
C -0.215 0.854 -0.438 8.16 0.81 -0.51 -0.0213
H 3.604 -0.217 -0.958 -4.16 1.34 3.46 0.3535
H 1.471 -1.264 -0.796 -1.69 -3.20 -4.82 0.5246
H 2.033 -1.426 0.891 0.09 -0.16 -1.72 0.2391
H 0.904 0.402 1.831 0.61 0.11 -4.16 0.3205
H -0.425 -1.102 2.052 0.96 -0.42 0.56 0.3197
H -1.952 0.634 1.507 0.34 -2.06 -1.65 0.2172
H -2.385 -1.066 1.080 -2.85 -2.43 0.04 0.4309
H -2.227 0.768 -0.875 1.04 -1.52 -0.47 0.3110
H -0.992 -1.771 -0.985 4.84 -9.02 6.26 0.2609
H 0.692 0.851 -1.392 -3.38 0.26 2.13 0.2309
H -0.860 2.705 -0.492 -0.64 0.60 -0.96 0.3499
N -0.417 -0.854 1.088 -0.41 -4.06 1.69 -0.4599
O 2.775 0.151 -0.228 4.36 -0.69 -3.71 -0.5804
O -1.321 -1.133 -1.386 -4.70 10.53 -6.35 -0.5267
O -0.392 2.148 0.105 0.37 -1.32 0.58 -0.4961
```
Forces are in eV/Å.

Properties
SMILES string: OC[C@@H]1NC[C@H](O)[C@H]1O
DFT total energy: -12990.0301 eV
HOMO energy: -8.539 eV
Relative energy (zero: lowest compared OMol25 entry of this formula, charge and spin): 658.2 kJ/mol
Kohn-Sham gap: 0.3381 Eh

---

Here is a cluster of 2 separate species, C5H11NO3 in total at a distorted geometry from the Open Molecules 2025 dataset. Energies are from ωB97M-V/def2-TZVPD.

```
20
Properties=species:S:1:pos:R:3:forces:R:3:mulliken_charge:R:1
C -1.886 -1.727 -0.317 -1.95 -0.20 1.56 -0.8573
C -2.230 -0.332 0.098 0.60 0.20 1.35 0.7751
C -1.705 2.037 0.084 2.23 -1.03 -1.73 -0.8927
C 2.345 0.315 0.129 2.13 -3.41 -0.22 0.6666
C 3.605 -0.638 0.618 -4.03 0.71 -4.18 -1.0327
H -0.939 -1.780 -0.762 1.19 -0.20 -0.89 0.2462
H -2.714 -2.049 -0.953 0.34 -0.42 -0.06 0.2648
H -1.883 -2.306 0.632 -0.09 0.11 -0.79 0.2659
H -0.715 0.601 -1.040 1.27 -0.91 -1.62 0.2464
H -2.302 1.991 0.968 0.15 -0.07 0.67 0.3540
H -0.636 2.468 0.192 -2.09 -0.14 -0.02 0.2509
H -2.314 2.476 -0.698 0.23 0.86 0.05 0.3009
H 0.910 0.087 -0.918 -0.04 -1.21 0.58 0.1959
H 4.404 -0.067 0.907 1.91 1.06 0.91 0.3349
H 3.152 -1.317 1.253 -0.33 -1.17 1.93 0.3684
H 3.745 -1.259 -0.325 0.37 1.01 1.06 0.2744
N -1.460 0.633 -0.438 -2.46 2.80 2.52 -0.1886
O -3.034 -0.041 0.989 0.12 -0.82 -1.09 -0.6673
O 2.307 1.477 -0.102 -0.13 0.43 0.31 -0.4861
O 1.349 -0.571 -0.318 0.59 2.40 -0.35 -0.4197
```
Forces are in eV/Å.

Properties
SMILES string: CNC(C)=O.CC(=O)O
DFT total energy: -12995.2910 eV
HOMO energy: -9.639 eV
Relative energy (zero: lowest compared OMol25 entry of this formula, charge and spin): 150.6 kJ/mol
Kohn-Sham gap: 0.3698 Eh

---

Here is a cluster of 2 separate species, C5H11NO3 in total at a distorted geometry from the Open Molecules 2025 dataset. Energies are from ωB97M-V/def2-TZVPD.

```
20
Properties=species:S:1:pos:R:3:forces:R:3:mulliken_charge:R:1
C -0.915 -0.280 -0.802 0.17 0.43 -2.03 -0.5556
C 0.347 -0.266 0.086 -2.13 1.04 -0.36 -0.0592
C 1.654 -0.557 -0.578 -0.18 -0.43 1.52 -0.2256
C 1.905 -1.298 -1.640 0.23 0.48 -0.83 -0.7944
N -1.481 1.042 -1.124 -0.04 0.25 1.15 -0.2238
C -2.014 1.837 -0.146 -0.47 0.07 0.16 0.5419
O -2.302 1.120 0.988 0.06 -0.82 -0.03 -0.4477
O -2.232 3.019 -0.228 -0.05 -0.08 -0.31 -0.5839
H -1.726 -0.933 -0.508 0.00 0.03 0.65 0.2945
H -0.674 -0.650 -1.799 0.25 -0.24 0.01 0.2330
H -0.003 -0.824 0.958 1.12 -0.50 0.07 0.1498
H 0.389 0.754 0.475 0.20 0.00 0.12 0.3109
H 2.445 -0.131 0.034 0.41 -0.32 -0.31 0.3309
H 2.929 -1.459 -1.959 -0.09 0.03 0.02 0.2704
H 1.141 -1.603 -2.353 -0.01 -0.33 0.40 0.2266
H -1.089 1.596 -1.867 0.20 -0.18 -0.12 0.2171
H -3.211 1.241 1.293 0.29 0.56 -0.12 0.3144
H 0.840 -0.985 3.128 -0.02 0.06 0.06 0.3184
H 2.318 -1.095 2.799 -0.06 0.12 0.11 0.3208
O 1.678 -0.525 3.244 0.13 -0.19 -0.14 -0.6384
```
Forces are in eV/Å.

Properties
SMILES string: C=CCCNC(=O)O.O
DFT total energy: -12995.3688 eV
HOMO energy: -9.773 eV
Relative energy (zero: lowest compared OMol25 entry of this formula, charge and spin): 143.1 kJ/mol
Kohn-Sham gap: 0.3791 Eh

---

Here is a cluster of 2 separate species, C5H11NO3 in total at a distorted geometry from the Open Molecules 2025 dataset. Energies are from ωB97M-V/def2-TZVPD.

```
20
Properties=species:S:1:pos:R:3:forces:R:3:mulliken_charge:R:1
C -1.102 -0.063 -1.586 0.56 -0.34 0.14 -1.0907
N -0.609 -0.392 -0.240 0.13 1.70 -0.01 0.5220
C -0.466 1.939 1.392 1.25 0.45 -0.73 0.3418
O -1.540 -1.194 0.445 0.03 -0.37 0.01 -0.5334
O -1.532 1.361 1.982 0.07 -0.06 0.08 -0.4795
O -0.495 3.009 0.814 -0.18 -1.97 1.13 -0.5236
H -2.319 -0.611 0.532 0.50 -0.21 0.05 0.3767
H -1.273 0.473 2.302 -0.07 0.55 -0.22 0.3880
H -0.639 0.857 -1.952 0.05 -0.16 0.13 0.3188
H -0.884 -0.887 -2.274 -0.10 0.03 -0.17 0.3143
H -2.185 0.099 -1.569 0.26 -0.02 0.23 0.3481
C 1.785 0.178 -0.704 -0.43 0.68 0.17 -1.2976
C 0.757 -0.696 -0.019 -0.06 -2.03 -0.96 0.4264
C 1.173 -1.859 0.525 -0.65 0.37 0.21 -1.0868
H 0.475 1.282 1.502 -1.07 1.10 -0.09 0.2689
H 2.050 -0.214 -1.690 -0.10 0.05 0.10 0.3180
H 1.416 1.201 -0.820 0.08 -0.07 -0.07 0.3521
H 2.694 0.237 -0.096 -0.22 -0.16 -0.14 0.4253
H 0.472 -2.594 0.904 0.02 0.13 -0.04 0.3237
H 2.223 -2.126 0.553 -0.08 0.33 0.19 0.2874
```
Forces are in eV/Å.

Properties
SMILES string: C=C(C)N(C)O.O=CO
DFT total energy: -12993.3693 eV
HOMO energy: -8.287 eV
Relative energy (zero: lowest compared OMol25 entry of this formula, charge and spin): 336.0 kJ/mol
Kohn-Sham gap: 0.3277 Eh

---

Here is a cluster of 2 separate species, C5H11NOS in total at a distorted geometry from the Open Molecules 2025 dataset. Energies are from ωB97M-V/def2-TZVPD.

```
19
Properties=species:S:1:pos:R:3:forces:R:3:mulliken_charge:R:1
C 1.075 0.276 -0.414 -1.18 -2.42 -0.77 -0.4096
C 0.183 1.252 -1.019 0.71 3.07 -0.75 -0.5104
C -1.127 0.934 -0.405 -1.41 0.77 1.21 -0.5849
S -1.337 -0.791 -0.749 1.44 -0.71 0.33 -0.1890
C 1.511 0.452 0.964 -0.73 -0.61 1.47 0.5492
N 1.791 -0.692 1.703 -0.29 1.12 0.06 -0.2877
C 1.018 -1.891 1.492 0.34 -0.75 -0.55 -0.7994
O 1.492 1.534 1.528 0.32 0.37 -0.57 -0.5745
H -3.723 0.251 -2.908 -0.01 -0.02 -0.03 -0.1918
H 1.441 -0.575 -0.970 0.50 0.26 -0.27 0.4745
H 0.486 2.274 -0.739 0.12 -0.12 0.25 0.2663
H 0.227 1.292 -2.104 -0.29 -0.67 -0.14 0.2652
H -0.981 1.031 0.674 -0.02 0.13 -0.01 0.2566
H -2.034 1.534 -0.560 0.33 0.02 -0.68 0.3882
H -4.260 0.121 -3.405 0.02 0.02 0.03 0.1888
H 1.769 -0.366 2.661 0.28 -0.23 0.17 0.2693
H 1.330 -2.325 0.541 0.01 -0.39 0.21 0.2890
H 1.187 -2.578 2.315 0.25 -0.14 -0.09 0.3363
H -0.047 -1.731 1.395 -0.39 0.30 0.13 0.2640
```
Forces are in eV/Å.

Properties
DFT total energy: -19732.3140 eV
HOMO energy: -8.642 eV
Relative energy (zero: lowest compared OMol25 entry of this formula, charge and spin): 461.3 kJ/mol
Kohn-Sham gap: 0.2342 Eh

---

Here is the molecule C5H11NOS at a distorted geometry from the Open Molecules 2025 dataset. Energies are from ωB97M-V/def2-TZVPD.

```
19
Properties=species:S:1:pos:R:3:forces:R:3:mulliken_charge:R:1
C -1.458 -1.068 2.145 -0.96 -1.52 0.31 -0.7574
C -0.222 -1.248 0.160 0.93 0.08 0.14 -0.3222
C -0.254 -0.633 -1.210 -0.87 0.22 -0.24 -0.8396
C 0.562 1.696 -0.552 1.78 0.10 -2.01 -0.6098
C 2.106 1.457 -0.789 -0.73 1.93 0.35 -0.1610
H -0.521 -1.320 2.651 0.22 0.34 -0.17 0.3320
H -1.959 -0.259 2.654 -0.12 0.17 0.29 0.2516
H -2.094 -2.009 2.251 0.57 1.03 -0.24 0.2484
H -0.230 -2.378 0.107 -0.18 1.00 0.02 0.3510
H 0.711 -0.946 0.694 -0.31 -0.30 -0.11 0.3036
H 0.524 -1.061 -1.829 0.56 0.03 -0.21 0.3750
H -1.209 -0.978 -1.630 0.21 0.08 -0.17 0.3740
H -0.568 1.115 -2.182 0.35 0.10 0.74 0.2638
H 0.400 1.624 0.476 -0.14 -0.12 2.00 0.2718
H 0.313 2.710 -0.864 0.24 0.07 0.17 0.4358
H 2.432 0.438 -0.596 0.26 -0.06 -0.26 0.2408
N -0.357 0.841 -1.217 -0.66 -1.28 -1.47 -0.2419
O -1.318 -0.683 0.805 -0.20 -0.31 0.69 -0.3012
S 3.146 2.702 -1.075 -0.96 -1.55 0.17 -0.2146
```
Forces are in eV/Å.

Properties
SMILES string: COCCNCC=S
DFT total energy: -19734.0465 eV
HOMO energy: -8.319 eV
Relative energy (zero: lowest compared OMol25 entry of this formula, charge and spin): 294.2 kJ/mol
Kohn-Sham gap: 0.2968 Eh

---

Here is the molecule C5H11NOS at a distorted geometry from the Open Molecules 2025 dataset. Energies are from ωB97M-V/def2-TZVPD.

```
19
Properties=species:S:1:pos:R:3:forces:R:3:mulliken_charge:R:1
C 1.073 2.177 -1.465 -4.97 -0.65 0.82 -0.8794
C -0.997 -1.290 -0.318 -1.41 -0.94 0.52 -0.6177
C 0.422 -1.728 -0.073 2.67 -2.10 0.36 -0.4048
C -1.244 -0.423 0.903 -0.67 -0.25 1.01 -0.6266
C 1.055 -0.488 0.759 -0.46 -1.56 -0.08 -0.5544
N -0.057 0.384 0.944 0.68 2.76 -0.15 -0.1717
O -1.543 1.990 -0.496 -0.40 -0.01 -0.84 -0.5874
S -0.130 1.840 -0.263 2.04 1.51 2.11 0.5815
H 0.681 1.708 -2.378 1.13 -0.11 0.09 0.2919
H 1.923 2.015 -0.896 2.35 -0.34 0.21 0.4185
H -1.196 -0.776 -1.248 0.72 0.91 -0.22 0.2504
H -1.805 -2.011 -0.424 0.40 -0.96 0.45 0.3734
H 0.597 -2.558 0.693 -1.10 0.52 -1.24 0.2211
H 1.008 -2.126 -1.031 -1.07 1.38 2.00 0.2999
H -2.043 0.325 0.765 -0.34 -1.02 0.58 0.4248
H -1.292 -1.117 1.924 -0.13 1.95 -2.51 0.2696
H 1.512 -0.693 1.783 -0.56 -0.36 -1.42 0.3423
H 1.794 -0.112 0.123 1.37 1.19 -0.68 0.1992
H 0.241 2.884 0.700 -0.27 -1.93 -1.01 0.1695
```
Forces are in eV/Å.

Properties
SMILES string: C=[S@@H](=O)N1CCCC1
DFT total energy: -19730.7239 eV
HOMO energy: -8.521 eV
Relative energy (zero: lowest compared OMol25 entry of this formula, charge and spin): 614.8 kJ/mol
Kohn-Sham gap: 0.3327 Eh

---

Here is the molecule C5H11NS at a distorted geometry from the Open Molecules 2025 dataset. Energies are from ωB97M-V/def2-TZVPD.

```
18
Properties=species:S:1:pos:R:3:forces:R:3:mulliken_charge:R:1
C -2.022 1.046 -0.056 -0.03 -0.92 -1.77 -1.7498
C -0.654 0.408 -0.174 0.45 0.61 2.36 1.6616
C -0.458 -0.639 0.978 -0.46 0.47 -0.77 -1.3312
C 0.378 1.536 -0.261 0.49 0.61 0.28 -0.8890
C 0.817 0.944 -1.582 -0.63 -2.38 0.99 -0.5095
H -2.057 1.590 0.839 -0.14 1.00 1.30 0.4326
H -2.237 1.706 -0.933 0.17 -0.62 0.75 0.3621
H -2.735 0.248 0.010 -0.90 -0.27 -0.17 0.4160
H -0.703 -0.290 1.962 -0.34 0.71 0.32 0.4104
H -1.160 -1.429 0.765 -0.37 -0.31 0.00 0.4626
H 0.676 -2.630 0.640 0.67 0.60 0.35 0.1311
H -0.068 2.531 -0.327 0.04 -0.09 0.02 0.2979
H 1.145 1.558 0.505 0.16 -0.05 0.15 0.2902
H 1.782 0.480 -1.596 0.71 -0.28 0.33 0.2408
H 0.751 1.474 -2.461 -0.44 1.64 -1.85 0.3090
H 0.119 -1.059 -1.434 -0.65 1.24 0.04 0.3245
N -0.297 -0.096 -1.466 1.35 -1.11 -1.54 -0.6690
S 1.138 -1.455 1.179 -0.10 -0.86 -0.77 -0.1902
```
Forces are in eV/Å.

Properties
SMILES string: C[C@]1(CS)CCN1
DFT total energy: -17687.4592 eV
HOMO energy: -8.830 eV
Relative energy (zero: lowest compared OMol25 entry of this formula, charge and spin): 96.9 kJ/mol
Kohn-Sham gap: 0.3532 Eh